1.
Density functional theory data (wB97M-V/def2-TZVPD) for a 2-piece molecular cluster, C5H9NO overall in a non-equilibrium geometry.

The value obtained for the orbital gap is 9.12 eV. The value obtained for the molecular weight is 99.13 g/mol. As for the energy above the lowest of the compared OMol25 structures with the same formula, charge and spin: 230.9 kJ/mol. Its charge is 0. For the LUMO energy, the calculation gives 0.0335 Eh.

Each line ends with the Löwdin charge.
Positions of all 16 atoms, in Å:
1 H 0.78007 0.06297 -2.94468  0.08
2 C 0.40485 1.14669 0.00233  -0.13
3 H 2.40776 -5.21993 3.30332  0.06
4 H 1.44322 1.27966 0.08411  0.10
5 H -0.49904 -1.12636 -2.42600  0.08
6 H -0.88761 0.32465 -3.13282  0.02
7 C -0.21898 -0.02631 -2.42230  -0.06
8 H -2.35106 2.54272 1.02073  0.10
9 O 2.38369 -4.22818 3.11606  -0.13
10 C -0.37761 0.71940 -1.04921  -0.24
11 H 0.02487 2.50546 1.69418  0.23
12 H 3.22238 -4.09436 3.68205  0.07
13 C -1.66729 2.04139 0.35137  -0.14
14 H -2.57216 1.00264 -1.36698  0.11
15 N -0.39328 1.86318 0.81210  -0.07
16 C -1.69981 1.20638 -0.72425  -0.10



2.
Density functional theory data (wB97M-V/def2-TZVPD) for one molecule with the formula C5H9NO in a non-equilibrium geometry.

The value obtained for the orbital gap is 9.17 eV. The value obtained for the molecular weight is 99.13 g/mol. As for the energy above the lowest of the compared OMol25 structures with the same formula, charge and spin: 98.9 kJ/mol. Its charge is 0. For the LUMO energy, the calculation gives 0.0307 Eh.

Each line ends with the Löwdin charge.
Positions of all 16 atoms, in Å:
1 H -0.99918 2.40862 0.28435  0.09
2 O -2.12805 -0.07619 -1.07589  0.04
3 C -1.04917 1.99460 -0.72257  -0.02
4 H 1.56805 -2.22064 1.04019  0.07
5 C -1.13990 0.48394 -0.63625  -0.41
6 H -0.14761 2.29325 -1.25450  0.08
7 H -1.32369 -1.85849 0.32346  0.12
8 H -1.93295 2.39213 -1.21586  0.08
9 H 1.31827 1.27805 0.71746  0.08
10 C 0.03192 -0.27652 -0.00952  -0.24
11 N 0.59979 -2.46214 0.89865  0.07
12 C 1.36873 0.38224 0.10134  -0.06
13 H 1.73781 0.66363 -0.88586  0.08
14 H 0.29620 -3.21814 1.48881  0.08
15 C -0.30827 -1.49972 0.40583  -0.12
16 H 2.10805 -0.28460 0.54034  0.06



3.
Density functional theory data (wB97M-V/def2-TZVPD) for one molecule with the formula C5H9NO in a non-equilibrium geometry.

The value obtained for the orbital gap is 10.70 eV. The value obtained for the molecular weight is 99.13 g/mol. As for the energy above the lowest of the compared OMol25 structures with the same formula, charge and spin: 270.9 kJ/mol. Its charge is 0. For the LUMO energy, the calculation gives 0.0357 Eh.

Each line ends with the Löwdin charge.
Positions of all 16 atoms, in Å:
1 N -0.32655 -0.16592 0.94402  -0.08
2 H 0.03947 1.57542 -1.69889  0.10
3 H 0.57371 -0.63023 -1.35495  0.08
4 H 1.02378 -1.58623 0.84385  0.11
5 C 1.25121 -0.55675 0.53292  -0.04
6 H 1.23497 2.28078 -0.49573  0.09
7 O -1.06424 -1.87807 -0.40385  0.03
8 H -2.02082 -0.12004 -0.41267  0.14
9 H -1.39737 1.63044 0.78736  0.10
10 H 1.60898 -0.01745 1.42231  0.10
11 H 0.25605 1.86013 1.33500  0.11
12 C 1.19667 0.10943 -0.85599  -0.17
13 C -0.37619 1.29942 0.62407  -0.20
14 H 2.18097 0.24208 -1.31784  0.11
15 C 0.45434 1.54347 -0.68886  -0.12
16 C -1.19116 -0.73390 -0.01900  -0.36



4.
Density functional theory data (wB97M-V/def2-TZVPD) for C5H9NO as an isolated structure in a non-equilibrium geometry.

The value obtained for the orbital gap is 8.99 eV. The value obtained for the molecular weight is 99.13 g/mol. As for the energy above the lowest of the compared OMol25 structures with the same formula, charge and spin: 505.8 kJ/mol. Its charge is 0. For the LUMO energy, the calculation gives 0.0105 Eh.

Each line ends with the Löwdin charge.
Positions of all 16 atoms, in Å:
1 H 1.67515 1.69121 -1.67007  0.08
2 H -0.05215 0.73038 1.80595  0.10
3 H -0.46437 -0.93311 -2.13333  0.12
4 C -0.87315 -1.26412 -0.07472  0.01
5 H 2.28148 1.13568 -0.17556  0.08
6 H -1.56452 0.64134 0.85802  0.06
7 C 0.38749 -1.05880 0.62002  -0.54
8 N 0.77085 -0.12352 -0.67479  -0.11
9 O 1.04835 -1.58404 1.49069  0.04
10 C 1.35540 1.18051 -0.74492  -0.12
11 H -1.28830 -0.41989 2.29716  0.08
12 H -1.19977 0.52175 -1.40594  0.13
13 C -0.54072 -0.34557 -1.21040  -0.21
14 C -0.85684 0.06633 1.42758  0.07
15 H -1.43989 -2.20102 -0.15801  0.14
16 H 0.76100 1.96287 -0.25168  0.07



5.
Density functional theory data (wB97M-V/def2-TZVPD) for one molecule with the formula C5H9NO in a non-equilibrium geometry.

The value obtained for the orbital gap is 7.79 eV. The value obtained for the molecular weight is 99.13 g/mol. As for the energy above the lowest of the compared OMol25 structures with the same formula, charge and spin: 340.2 kJ/mol. Its charge is 0. For the LUMO energy, the calculation gives -0.0088 Eh.

Each line ends with the Löwdin charge.
Positions of all 16 atoms, in Å:
1 H -0.36291 -0.20621 -2.54734  0.12
2 H -1.46572 1.50362 1.22739  0.08
3 N 0.66275 -1.97881 1.04383  -0.02
4 C -0.18580 0.02810 -1.50143  -0.06
5 H -0.32043 -2.19919 0.94428  0.07
6 O 2.13745 -0.54530 -1.35388  0.07
7 C -1.00504 1.70511 0.25693  -0.10
8 C -1.14948 0.53814 -0.66100  -0.11
9 H -2.18672 0.33237 -0.92453  0.10
10 C 1.07119 -0.21907 -0.91429  -0.35
11 H 0.29187 -0.06856 1.65595  0.08
12 H 1.18956 -2.51876 0.36525  0.07
13 C 0.90585 -0.58646 0.92252  -0.20
14 H 1.91056 -0.32942 1.25714  0.08
15 H 0.03294 1.98524 0.41787  0.08
16 H -1.52607 2.55921 -0.18870  0.09



6.
Density functional theory data (wB97M-V/def2-TZVPD) for a 2-piece molecular cluster, C5H9NO overall in a non-equilibrium geometry.

The value obtained for the orbital gap is 8.80 eV. The value obtained for the molecular weight is 99.13 g/mol. As for the energy above the lowest of the compared OMol25 structures with the same formula, charge and spin: 468.8 kJ/mol. Its charge is 0. For the LUMO energy, the calculation gives 0.0081 Eh.

Each line ends with the Löwdin charge.
Positions of all 16 atoms, in Å:
1 H -1.29300 0.73409 0.86179  0.07
2 H -1.25512 -2.70004 0.15179  0.13
3 H 1.34057 0.44927 0.31234  0.06
4 H -0.30306 -2.10168 2.19021  0.09
5 C 1.78345 1.31171 -1.57215  -0.28
6 H -2.71348 0.20822 -0.05189  0.11
7 H -1.57574 1.26376 -0.85979  0.07
8 H 2.82948 1.42200 0.24598  0.08
9 N 1.78907 1.30499 -2.72806  0.13
10 O -0.60519 -1.36507 1.64543  -0.09
11 C -1.63366 0.44170 -0.13968  -0.16
12 H 1.23976 2.21792 0.24204  0.09
13 H 0.35200 -2.05433 -0.09287  0.12
14 C 1.79901 1.34786 -0.11068  -0.07
15 C -0.65150 -1.78548 0.28941  -0.35
16 C -1.15961 -0.83446 -0.70269  0.01



7.
Density functional theory data (wB97M-V/def2-TZVPD) for one molecule with the formula C5H9NO in a non-equilibrium geometry.

The value obtained for the orbital gap is 8.53 eV. The value obtained for the molecular weight is 99.13 g/mol. As for the energy above the lowest of the compared OMol25 structures with the same formula, charge and spin: 392.6 kJ/mol. Its charge is 0. For the LUMO energy, the calculation gives 0.0040 Eh.

Each line ends with the Löwdin charge.
Positions of all 16 atoms, in Å:
1 H -0.17769 -1.56544 2.64443  0.07
2 H 0.60589 2.90707 -0.47664  0.08
3 H -1.29944 -0.10884 -1.25885  0.14
4 C 0.13111 -0.91279 1.82218  -0.12
5 C -0.40760 -0.19163 -0.64505  -0.29
6 H -0.97953 2.29118 -0.91374  0.08
7 C 0.83971 -0.47516 -1.32776  -0.24
8 C 0.09782 2.12765 -1.05205  -0.09
9 H -1.63479 -1.37053 0.68533  0.09
10 C -0.55358 -1.31182 0.53381  -0.18
11 O 1.66945 -1.32168 -1.38105  0.15
12 H 1.22041 -0.95521 1.72893  0.08
13 H -0.21632 -2.29428 0.18753  0.10
14 H 0.34633 2.22551 -2.11463  0.08
15 H -0.13963 0.11282 2.09348  0.07
16 N 0.49785 0.84317 -0.52592  -0.04



8.
Density functional theory data (wB97M-V/def2-TZVPD) for one molecule with the formula C5H9NO in a non-equilibrium geometry.

The value obtained for the orbital gap is 11.28 eV. The value obtained for the molecular weight is 99.13 g/mol. As for the energy above the lowest of the compared OMol25 structures with the same formula, charge and spin: 161.0 kJ/mol. Its charge is 0. For the LUMO energy, the calculation gives 0.0314 Eh.

Each line ends with the Löwdin charge.
Positions of all 16 atoms, in Å:
1 C 0.99307 -0.55116 -0.05322  -0.30
2 C 2.22505 -0.03523 -0.66466  -0.22
3 H 1.43234 -2.62128 -0.74361  0.09
4 H 0.49035 1.51276 0.42347  0.13
5 H 1.21401 -0.83166 0.98752  0.15
6 H 0.59307 -1.68661 -1.95693  0.09
7 H -2.52075 1.57341 0.13937  0.09
8 C -0.04371 0.61529 0.06028  -0.21
9 O -1.07685 0.30285 0.96857  -0.19
10 H -0.46352 0.86934 -0.92522  0.13
11 C -2.02391 1.34978 1.09632  -0.11
12 N 3.17315 0.26654 -1.25568  0.15
13 H -2.78522 1.02631 1.81237  0.09
14 C 0.65669 -1.84459 -0.86837  -0.05
15 H -0.28616 -2.23186 -0.49232  0.07
16 H -1.57761 2.28611 1.47211  0.09



Q: Which formula does entry 7 have?
A: C5H9NO



Q: Which formula does entry 7 have?
A: C5H9NO